The molecule C4H9N5 in a non-equilibrium geometry, computed with ωB97M-V/def2-TZVPD.

Each line ends with the natural charge from an NBO analysis.
CARTESIAN COORDINATES (ANGSTROEM)
C  0.746  0.451  -0.173  0.523
C  -1.465  1.124  -0.248  -0.101
C  -2.454  0.354  -1.194  -0.356
C  -1.515  -0.484  -0.406  -0.117
H  3.493  -0.142  1.567  0.380
H  3.022  -1.481  0.469  0.370
H  2.756  1.426  -0.435  0.436
H  -1.716  1.513  0.845  0.218
H  -3.321  0.293  -0.702  0.202
H  -2.562  0.167  -2.244  0.234
H  -0.926  -0.817  -1.253  0.179
H  -1.457  -1.293  1.693  0.366
H  1.026  -1.065  0.879  0.355
N  3.160  -0.340  0.580  -0.718
N  2.107  0.514  -0.159  -0.480
N  -0.074  1.423  -0.605  -0.567
N  -1.061  -1.150  0.579  -0.434
N  0.242  -0.491  0.806  -0.489

Values from the calculation:
Highest occupied orbital energy ... -0.2608 Eh
Total energy ... -431.24891 hartree
LUMO energy ... 0.6957 eV
Frontier orbital gap ... 0.286 Ha
SMILES string ... NNC1=N[C@H]2C[C@@H]2NN1

=====

A structure of composition C27H35AsCrN9O4 in a non-equilibrium geometry, computed with ωB97M-V/def2-TZVPD.

Each line ends with the Mulliken charge.
CARTESIAN COORDINATES (ANGSTROEM)
Cr  -0.284  -1.279  0.100  0.802
N  2.685  -2.285  -1.422  -0.202
N  2.855  -3.466  -0.701  -0.537
C  2.192  -3.653  0.427  0.519
N  2.324  -4.799  1.062  -0.364
N  1.377  -2.598  0.805  0.213
N  0.704  -2.687  1.953  1.052
O  -0.175  -1.720  2.002  -0.654
O  0.807  -3.493  2.823  -0.695
H  2.604  -2.492  -2.406  0.349
H  3.460  -1.652  -1.267  0.295
H  3.508  -4.170  -1.004  0.165
H  2.948  -5.511  0.715  0.198
H  1.918  -4.922  1.968  0.194
C  -2.813  -0.972  1.640  -1.020
N  -4.191  -0.599  1.797  0.130
C  -4.330  0.850  1.588  -0.720
N  -3.893  1.236  0.240  0.236
C  -2.514  0.873  0.068  -1.189
N  -2.274  -0.621  0.233  2.161
C  -3.210  -1.321  -0.761  -1.324
N  -4.586  -0.942  -0.573  0.164
C  -5.006  -1.298  0.789  -0.654
C  -4.715  0.513  -0.742  -0.630
H  -2.702  -2.044  1.782  0.300
H  -2.204  -0.444  2.370  0.254
H  -3.738  1.385  2.331  0.332
H  -5.375  1.125  1.712  0.351
H  -1.921  1.378  0.816  0.317
H  -2.168  1.159  -0.919  0.288
H  -3.106  -2.390  -0.619  0.382
H  -2.887  -1.042  -1.758  0.162
H  -4.904  -2.375  0.927  0.340
H  -6.051  -1.028  0.925  0.328
H  -5.756  0.795  -0.606  0.365
H  -4.406  0.790  -1.750  0.327
C  -0.937  -3.718  -2.835  -1.416
C  -0.748  -2.806  -1.683  1.220
O  -0.449  -1.559  -1.849  -0.506
O  -0.866  -3.178  -0.474  -0.659
H  0.038  -3.938  -3.281  0.339
H  -1.540  -3.230  -3.599  0.345
H  -1.402  -4.643  -2.510  0.396
C  4.613  0.608  -2.850  -0.755
C  4.834  1.063  -1.557  -0.746
C  3.788  1.119  -0.639  -0.825
C  2.516  0.719  -1.022  0.847
C  2.300  0.223  -2.312  -1.041
C  3.344  0.178  -3.225  -0.642
As  0.978  0.887  0.154  2.481
C  0.165  2.537  -0.501  0.098
C  -0.345  3.450  0.415  -0.194
C  -0.950  4.615  -0.028  -0.950
C  -1.056  4.872  -1.390  -0.651
C  -0.555  3.958  -2.306  -0.793
C  0.055  2.790  -1.864  -0.506
C  1.706  1.463  1.846  0.470
C  1.577  0.708  3.007  -0.785
C  2.120  1.168  4.201  -0.781
C  2.789  2.380  4.236  -0.658
C  2.915  3.139  3.077  -0.911
C  2.373  2.687  1.883  -0.466
H  5.427  0.587  -3.565  0.429
H  5.825  1.383  -1.255  0.461
H  3.983  1.461  0.366  0.409
H  1.326  -0.146  -2.603  0.497
H  3.168  -0.189  -4.230  0.503
H  -0.269  3.265  1.478  0.500
H  -1.338  5.327  0.692  0.443
H  -1.525  5.786  -1.735  0.444
H  -0.633  4.154  -3.368  0.457
H  0.446  2.100  -2.593  0.391
H  1.040  -0.221  3.007  0.339
H  2.014  0.577  5.103  0.460
H  3.208  2.741  5.168  0.432
H  3.430  4.091  3.101  0.443
H  2.466  3.291  0.993  0.649

Values from the calculation:
Multiplicity ... 2
Highest occupied orbital energy (spin up / spin down) ... -0.5088 / -0.5085 Eh
Total energy ... -5123.24593 hartree
Total charge ... +2
LUMO energy (spin up / spin down) ... -7.5922 / -7.2036 eV
Frontier orbital gap (spin up / spin down) ... 0.230 / 0.244 Ha

=====

A structure of composition H4INP2 in a non-equilibrium geometry, computed with ωB97M-V/def2-TZVPD.

Each line ends with the natural charge from an NBO analysis.
CARTESIAN COORDINATES (ANGSTROEM)
N  -1.359  -0.598  -0.635  -1.122
P  1.223  0.778  0.204  -0.016
P  -0.129  -0.893  0.471  0.556
I  -2.736  0.739  0.066  0.322
H  -0.702  0.111  -1.943  0.307
H  0.828  1.451  1.363  0.000
H  2.281  0.149  0.858  0.001
H  0.593  -1.739  -0.384  -0.048

Values from the calculation:
Highest occupied orbital energy ... -0.3238 Eh
Total energy ... -1037.40639 hartree
LUMO energy ... -0.9339 eV
Frontier orbital gap ... 0.289 Ha

=====

The molecule C9H9Cl2N3O in a non-equilibrium geometry, computed with ωB97M-V/def2-TZVPD.

Each line ends with the natural charge from an NBO analysis.
CARTESIAN COORDINATES (ANGSTROEM)
C  2.093  -2.633  0.185  -0.207
C  2.331  -1.741  -0.884  -0.204
C  1.284  -2.332  1.242  -0.237
C  1.626  -0.514  -0.866  -0.210
C  0.641  -1.169  1.261  -0.226
C  0.757  -0.284  0.192  0.128
C  0.138  2.041  -0.582  0.715
C  -1.626  0.645  0.545  0.571
C  -1.034  2.890  -0.786  -0.720
N  -1.948  1.195  1.615  -0.645
N  -0.170  0.812  0.070  -0.508
N  -2.439  -0.021  -0.343  -0.485
O  1.238  2.299  -0.953  -0.580
Cl  -3.497  -1.202  0.307  0.179
Cl  -1.711  -0.705  -1.759  0.181
H  2.739  -3.552  0.167  0.208
H  3.160  -2.003  -1.564  0.220
H  1.238  -3.198  1.880  0.226
H  1.800  0.117  -1.785  0.251
H  0.074  -0.897  2.267  0.237
H  -0.786  3.588  -1.612  0.254
H  -1.102  3.385  0.143  0.252
H  -1.942  2.272  -0.777  0.228
H  -2.864  1.008  2.036  0.373

Values from the calculation:
Highest occupied orbital energy ... -0.3198 Eh
Total energy ... -1508.12186 hartree
LUMO energy ... -0.4194 eV
Frontier orbital gap ... 0.304 Ha
SMILES string ... [H]/N=C(\N(Cl)Cl)N(C(C)=O)c1ccccc1

=====

A structure of composition C3H3FIO3 in a non-equilibrium geometry, computed with ωB97M-V/def2-TZVPD.

Each line ends with the natural charge from an NBO analysis.
CARTESIAN COORDINATES (ANGSTROEM)
C  -1.192  -2.072  0.271  1.004
C  0.799  -0.383  0.315  0.137
C  0.283  1.831  -0.181  -0.113
O  -1.818  -2.648  1.085  -0.647
O  -1.076  -1.941  -0.900  -0.660
O  -0.150  -0.806  1.057  -0.660
F  1.107  2.798  0.292  -0.399
I  0.173  2.120  -2.348  -0.123
H  0.945  -0.564  -0.815  0.185
H  1.628  -0.156  0.924  0.136
H  -0.698  1.822  0.300  0.139

Values from the calculation:
Highest occupied orbital energy ... -0.1369 Eh
Total energy ... -739.38154 hartree
Total charge ... -1
LUMO energy ... 3.0085 eV
Frontier orbital gap ... 0.247 Ha

=====

The molecule C12H30N2O3Si in a non-equilibrium geometry, computed with ωB97M-V/def2-TZVPD.

Each line ends with the natural charge from an NBO analysis.
CARTESIAN COORDINATES (ANGSTROEM)
O  -1.225  -0.373  -0.660  -0.914
O  0.580  -0.259  1.442  -0.914
O  -1.904  -1.347  1.771  -0.909
N  3.039  0.049  -3.933  -0.838
N  0.851  2.279  -0.052  -0.655
C  -2.296  -1.854  -2.239  -0.627
C  2.730  -1.321  1.573  -0.629
C  -2.335  -2.581  3.787  -0.624
C  -1.228  -1.668  -1.230  -0.059
C  1.260  -1.444  1.164  -0.068
C  -1.642  -1.381  3.147  -0.069
C  2.055  1.036  -3.443  -0.207
C  1.124  2.278  -1.486  -0.212
C  -0.168  3.231  0.322  -0.213
C  2.020  1.156  -1.919  -0.412
C  -1.524  2.528  0.292  -0.411
C  -1.628  1.502  1.406  -0.954
Si  -1.008  -0.212  0.981  2.336
H  2.820  -0.869  -3.594  0.349
H  3.997  0.276  -3.686  0.353
H  0.673  1.326  0.332  0.377
H  -3.311  -1.746  -1.806  0.215
H  -2.177  -1.131  -3.030  0.213
H  -2.207  -2.834  -2.741  0.216
H  2.857  -1.089  2.647  0.215
H  3.178  -0.464  1.028  0.219
H  3.314  -2.219  1.305  0.214
H  -1.878  -3.514  3.482  0.208
H  -2.348  -2.521  4.879  0.214
H  -3.375  -2.650  3.453  0.217
H  -0.232  -1.803  -1.675  0.162
H  -1.317  -2.418  -0.432  0.173
H  1.188  -1.622  0.080  0.165
H  0.743  -2.284  1.675  0.167
H  -2.051  -0.462  3.558  0.166
H  -0.552  -1.341  3.297  0.175
H  2.283  1.988  -3.868  0.185
H  1.115  0.749  -3.830  0.185
H  1.601  3.248  -1.668  0.183
H  0.181  2.255  -1.988  0.162
H  0.053  3.566  1.345  0.185
H  -0.120  4.101  -0.341  0.195
H  3.032  1.307  -1.583  0.200
H  1.690  0.194  -1.461  0.184
H  -2.347  3.217  0.391  0.199
H  -1.675  2.009  -0.662  0.212
H  -2.663  1.254  1.648  0.239
H  -1.177  1.857  2.318  0.236

Values from the calculation:
Highest occupied orbital energy ... -0.2940 Eh
Total energy ... -1100.05528 hartree
LUMO energy ... 0.7615 eV
Frontier orbital gap ... 0.322 Ha
SMILES string ... CCO[Si](CCCNCCCN)(OCC)OCC

=====

Question: Among the records above, which one has the highest total energy?
Answer: C4H9N5

=====

Question: What is the total energy in the first record?
Answer: -431.24891 hartree

=====

Question: The lowest total energy belongs to which entry?
Answer: C27H35AsCrN9O4

=====

Question: Look up the total energy of the first one.
Answer: -431.24891 hartree